C5H8O | ωB97M-V/def2-TZVPD

Last column: natural (NBO) charge in e.
Positions of all 14 atoms, in Å:
C (-0.57, 0.38, 2.33)  -0.2474
C (0.81, -0.41, 0.74)  0.2736
O (-0.46, -0.28, 1.06)  -0.5343
C (0.95, -0.35, -0.72)  -0.4143
C (-0.03, -0.87, -1.75)  -0.3895
C (-0.03, 0.58, -1.44)  -0.3784
H (-0.26, -0.27, 3.15)  0.1960
H (0.09, 1.25, 2.29)  0.1923
H (-1.61, 0.70, 2.43)  0.1879
H (1.99, -0.29, -1.02)  0.2225
H (-0.85, -1.47, -1.40)  0.2250
H (0.43, -1.19, -2.68)  0.2223
H (0.39, 1.29, -2.15)  0.2189
H (-0.85, 0.94, -0.83)  0.2251

## Properties
ΔE to the lowest compared entry with this formula, charge and spin	92.2	kcal per mole
LUMO	0.9	eV
HOMO	-8.163	eV
molecular weight	84.12	g mol⁻¹
F_max	0.58	eV/Å